Entry 1:
# C4H4NO2

An isolated ion of composition C4H4NO2 and charge -1 at a distorted geometry (wB97M-V/def2-TZVPD, the Open Molecules 2025 dataset).

Structure (XYZ):
```
11
Properties=species:S:1:pos:R:3:mulliken_charge:R:1
H -2.123 -1.563 1.283 0.224
N -1.803 -0.693 0.814 -0.636
C -0.704 -0.926 0.195 -0.219
C 0.222 0.318 -0.253 0.521
C -0.259 1.521 -0.617 -0.857
C 1.692 -0.118 -0.018 0.361
O 2.081 -0.922 -0.901 -0.707
O 2.244 0.224 1.012 -0.673
H -0.419 -1.994 -0.015 0.356
H 0.354 2.401 -0.703 0.294
H -1.285 1.752 -0.798 0.335
```

Computed properties:
charge: -1
Kohn-Sham gap: 8.32 eV
SMILES string: [H]/N=C/C(=C)C(=O)[O-]
2S+1: 1
relative energy (zero: lowest compared OMol25 entry of this formula, charge and spin): 43.8 kcal/mol
LUMO energy: 0.151 hartree

Entry 2:
# C4H4NO2

A 2-piece molecular cluster, C4H4NO2 overall at a distorted geometry (wB97M-V/def2-TZVPD, the Open Molecules 2025 dataset).

Structure (XYZ):
```
11
Properties=species:S:1:pos:R:3:mulliken_charge:R:1
C 1.599 -0.737 0.339 -0.453
C 2.584 0.012 0.032 0.493
C 1.343 -2.060 0.686 0.025
C -1.309 0.800 0.787 -0.110
N -0.907 1.924 0.218 -0.612
O 0.214 -2.590 0.593 -0.610
O 3.102 1.035 -0.401 -0.643
H 2.207 -2.742 1.121 0.240
H -2.271 0.957 1.311 0.265
H -0.833 -0.228 0.860 0.095
H 0.079 1.810 -0.282 0.309
```

Computed properties:
charge: -1
Kohn-Sham gap: 8.05 eV
2S+1: 1
relative energy (zero: lowest compared OMol25 entry of this formula, charge and spin): 78.7 kcal/mol
LUMO energy: 0.151 hartree

Entry 3:
# C4H4NO2

A 2-piece molecular cluster, C4H4NO2 overall at a distorted geometry (wB97M-V/def2-TZVPD, the Open Molecules 2025 dataset).

Structure (XYZ):
```
11
Properties=species:S:1:pos:R:3:mulliken_charge:R:1
C 3.066 -0.786 -0.295 -0.076
C -0.354 0.446 -0.334 -0.204
C -1.638 0.384 0.170 -0.339
C -2.891 -0.174 0.053 0.606
N 2.226 -0.439 0.438 0.373
O -3.993 -0.394 0.229 -0.121
O 1.199 -0.180 0.971 -0.565
H 4.017 -1.068 -0.652 0.443
H 0.125 1.338 -0.261 0.313
H 0.124 -0.354 -1.032 0.254
H -1.881 1.228 0.713 0.315
```

Computed properties:
charge: +1
Kohn-Sham gap: 8.80 eV
2S+1: 1
relative energy (zero: lowest compared OMol25 entry of this formula, charge and spin): 29.9 kcal/mol
LUMO energy: -0.214 hartree

Entry 4:
# C4H4NO2S

A 2-piece molecular cluster, C4H4NO2S overall at a distorted geometry (wB97M-V/def2-TZVPD, the Open Molecules 2025 dataset).

Structure (XYZ):
```
12
Properties=species:S:1:pos:R:3:mulliken_charge:R:1
C -0.235 -0.009 0.168 0.122
C 2.518 -0.785 -0.854 0.544
C -0.824 0.924 -0.661 0.254
C -0.899 -0.748 1.341 -0.932
N -1.332 1.336 -1.741 -0.735
O 2.096 -0.626 -1.928 -0.286
O -0.019 1.440 0.338 -0.489
S 3.341 -1.125 0.408 -0.364
H -1.503 0.100 1.938 0.293
H -0.179 -1.391 1.868 0.156
H -1.549 -1.478 0.927 0.233
H -1.415 2.361 -1.802 0.204
```

Computed properties:
charge: -1
Kohn-Sham gap: 4.95 eV
2S+1: 1
relative energy (zero: lowest compared OMol25 entry of this formula, charge and spin): 77.1 kcal/mol
LUMO energy: 0.113 hartree

Entry 5:
# C4H4NO3

A 2-piece molecular cluster, C4H4NO3 overall at a distorted geometry (wB97M-V/def2-TZVPD, the Open Molecules 2025 dataset).

Structure (XYZ):
```
12
Properties=species:S:1:pos:R:3:mulliken_charge:R:1
C -0.667 0.356 -0.240 -0.786
C 2.724 -0.081 0.967 -0.410
C -0.374 1.482 -0.750 0.655
C -1.604 -0.613 -0.219 0.779
N 1.711 -0.869 0.834 -0.120
O -2.838 -0.289 -0.755 -0.507
O -1.437 -1.709 0.198 -0.622
O 0.104 2.573 -0.998 -0.639
H 1.837 -1.948 0.912 0.221
H 2.479 1.074 0.636 0.075
H 0.806 -0.573 0.439 0.076
H -2.742 0.596 -1.026 0.278
```

Computed properties:
charge: -1
Kohn-Sham gap: 7.71 eV
2S+1: 1
relative energy (zero: lowest compared OMol25 entry of this formula, charge and spin): 76.5 kcal/mol
LUMO energy: 0.136 hartree

Entry 6:
# C4H4NS

An isolated ion of composition C4H4NS and charge +1 at a distorted geometry (wB97M-V/def2-TZVPD, the Open Molecules 2025 dataset).

Structure (XYZ):
```
10
Properties=species:S:1:pos:R:3:lowdin_spin:R:1
C -1.065 0.694 -1.816 0.012
C -1.160 0.264 0.647 0.133
C -0.475 0.028 -0.696 0.118
C 0.778 -0.511 -0.817 0.371
N -1.526 1.231 -2.712 0.001
S -2.014 -1.222 0.227 1.296
H -0.498 0.192 1.505 0.022
H -1.761 1.172 0.658 0.016
H 1.257 -1.054 -0.013 0.014
H 1.337 -0.400 -1.737 0.016
```

Computed properties:
charge: +1
Kohn-Sham gap (alpha / beta): 9.92 / 7.19 eV
2S+1: 3
relative energy (zero: lowest compared OMol25 entry of this formula, charge and spin): 0.0 kcal/mol
LUMO energy (alpha / beta): -0.194 / -0.327 hartree

Entry 7:
# C4H4O

One molecule with the formula C4H4O at a distorted geometry (wB97M-V/def2-TZVPD, the Open Molecules 2025 dataset).

Structure (XYZ):
```
9
Properties=species:S:1:pos:R:3:mulliken_charge:R:1
C 2.203 -0.324 -0.045 0.002
C 1.020 -0.595 0.106 -0.101
C -0.360 -0.706 0.019 0.213
C -1.176 0.655 -0.016 -0.808
O -0.897 -1.799 -0.035 -0.513
H 3.222 -0.014 -0.081 0.397
H -1.510 0.743 1.094 0.242
H -2.051 0.531 -0.671 0.281
H -0.451 1.510 -0.371 0.287
```

Computed properties:
Kohn-Sham gap: 10.28 eV
SMILES string: C#CC(C)=O
2S+1: 1
relative energy (zero: lowest compared OMol25 entry of this formula, charge and spin): 42.4 kcal/mol
LUMO energy: 0.003 hartree

Entry 8:
# C4H4O

One molecule with the formula C4H4O at a distorted geometry (wB97M-V/def2-TZVPD, the Open Molecules 2025 dataset).

Structure (XYZ):
```
9
Properties=species:S:1:pos:R:3:mulliken_charge:R:1
C 0.230 -0.591 1.082 -0.274
C -0.770 -1.167 -2.293 -0.299
C -0.034 -0.407 -0.204 0.359
C 0.001 0.817 0.611 -0.593
O 0.072 -0.728 -1.481 -0.166
H 0.634 -1.185 1.803 0.416
H -0.255 -1.138 -3.260 0.169
H -0.964 1.446 0.916 0.163
H 0.808 1.475 0.635 0.224
```

Computed properties:
Kohn-Sham gap: 9.19 eV
2S+1: 1
relative energy (zero: lowest compared OMol25 entry of this formula, charge and spin): 141.5 kcal/mol
LUMO energy: 0.023 hartree

Entry 9:
# C4H4O

One molecule with the formula C4H4O (wB97M-V/def2-TZVPD, the Open Molecules 2025 dataset).

Structure (XYZ):
```
9
Properties=species:S:1:pos:R:3:mulliken_charge:R:1
C -0.773 -1.590 0.849 -0.623
C -0.892 -0.369 0.385 -0.137
C -0.330 0.575 -0.300 0.442
C 0.888 1.257 -0.606 -0.185
O -0.430 1.618 -1.152 -0.411
H -0.247 -2.299 0.217 0.234
H -1.097 -1.927 1.827 0.250
H 1.329 1.926 0.124 0.224
H 1.553 0.809 -1.344 0.206
```

Computed properties:
Kohn-Sham gap: 9.72 eV
SMILES string: C=C=C1CO1
2S+1: 1
relative energy (zero: lowest compared OMol25 entry of this formula, charge and spin): 75.1 kcal/mol
LUMO energy: 0.026 hartree

Entry 10:
# C4H4O2

A 2-piece molecular cluster, C4H4O2 overall at a distorted geometry (wB97M-V/def2-TZVPD, the Open Molecules 2025 dataset).

Structure (XYZ):
```
10
Properties=species:S:1:pos:R:3:mulliken_charge:R:1
C -1.262 -0.076 -1.233 -0.798
C 0.095 1.474 -0.770 0.143
C -1.770 -0.493 -0.145 0.706
C 1.235 -0.040 0.716 -0.575
O -1.805 -0.768 1.030 -0.533
O 1.021 1.147 0.051 -0.114
H -1.415 -0.057 -2.259 0.328
H 2.152 -0.015 1.432 0.233
H 1.324 -0.850 -0.129 0.335
H 0.425 -0.321 1.308 0.275
```

Computed properties:
Kohn-Sham gap: 8.58 eV
2S+1: 1
relative energy (zero: lowest compared OMol25 entry of this formula, charge and spin): 127.5 kcal/mol
LUMO energy: -0.006 hartree